ORCA calculation (ωB97M-V with the def2-TZVPD basis set) on 2 unconnected molecules or ions with the total composition C5H7NO.

Geometry as XYZ:
```
14
Properties=species:S:1:pos:R:3:lowdin_charge:R:1
C 1.016 1.044 0.561 -0.04
C -0.125 0.092 0.501 -0.20
C -0.748 -0.633 1.431 0.00
C -1.830 -1.388 0.726 -0.11
N -1.908 -1.177 -0.535 0.12
C -0.848 -0.231 -0.800 -0.40
O -0.594 0.219 -1.885 0.11
H 1.397 1.148 1.580 0.08
H 0.710 2.029 0.193 0.09
H 1.831 0.705 -0.089 0.07
H 2.445 0.475 -2.763 0.04
H -0.542 -0.689 2.494 0.11
H -2.513 -2.073 1.225 0.11
H 1.710 0.479 -2.638 0.01
```

Properties
HOMO level, hartree: -0.3706
Max |F|, Eh/bohr: 0.0122
Calculated total energy, hartree: -324.6504
Frontier orbital gap, Ha: 0.3342
LUMO energy, eV: -0.990
Structure (SMILES): CC1=CC=NC1=O.[H][H]